# C10H16O

2 unconnected molecules or ions with the total composition C10H16O at a distorted geometry (ωB97M-V with the def2-TZVPD basis set, OMol25).

```
! wB97M-V def2-TZVPD RIJCOSX def2/J DEFGRID3
* xyz 0 1
C 2.12000 -1.86545 -0.54022
C 1.82344 -0.61937 0.19347
C 0.93637 -0.54257 1.25165
C 0.57851 0.74725 1.70878
C 1.16751 1.83185 1.15876
O 0.94685 3.16793 1.59560
C 2.19174 1.84724 0.16875
C 2.40294 0.57766 -0.31261
H 1.40929 -2.71583 -0.37513
H 3.08361 -2.16582 -0.21898
H 2.26387 -1.80260 -1.57898
H 0.79734 -1.51273 1.70064
H -0.17286 0.71985 2.48305
H 0.09204 3.10293 2.10176
H 2.64899 2.81231 -0.21283
H 3.33967 0.53027 -1.05824
C -1.91291 -1.55081 -1.01528
C -2.60565 -0.21710 -1.27351
C -2.45587 0.70240 -0.01830
H -2.16719 -2.08038 -0.15186
H -0.88609 -1.54226 -0.93339
H -2.14727 -2.20991 -1.84999
H -2.46133 0.39414 -2.17416
H -3.73736 -0.47643 -1.51158
H -3.47327 0.98090 0.30810
H -1.90956 0.28569 0.81425
H -1.87281 1.60084 -0.25974
*
```

## Properties
Energy relative to the best compared isomer or geometry (same formula, charge and spin) ... 248.9 kJ/mol
Energy ... -12675.1452 eV
Kohn-Sham gap ... 9.323 eV
Max |F| ... 4.3 eV/Å

***

# C2H3NO2S

A molecular structure, C2H3NO2S at a distorted geometry (ωB97M-V with the def2-TZVPD basis set, OMol25).

```
! wB97M-V def2-TZVPD RIJCOSX def2/J DEFGRID3
* xyz 0 1
C -0.47025 0.71480 -0.06810
C 1.78840 -0.34761 -0.11518
H -2.72459 -1.13233 0.53818
H -0.84659 1.82762 -0.11814
H 1.32289 -1.25923 -0.18341
N -1.01153 -0.42189 0.08390
O -2.33750 -0.12978 -0.18536
O 0.91334 0.80390 0.08801
S 3.36583 -0.05549 -0.03991
*
```

## Properties
Energy relative to the best compared isomer or geometry (same formula, charge and spin) ... 537.9 kJ/mol
Energy ... -18537.8781 eV
Kohn-Sham gap ... 9.019 eV
Max |F| ... 8.4 eV/Å

***

# C2H3N5O

A single C2H3N5O molecule at a distorted geometry (ωB97M-V with the def2-TZVPD basis set, OMol25).

```
! wB97M-V def2-TZVPD RIJCOSX def2/J DEFGRID3
* xyz 0 1
O 2.52016 -0.60498 0.03764
N 1.54295 0.27863 0.16116
C 0.08990 0.09040 -0.14108
C -0.84713 1.00357 -0.15171
N -2.10986 0.60250 0.16611
N -2.55053 -0.48190 0.27690
N -1.63909 -1.47145 -0.16165
N -0.36783 -1.28027 -0.21343
H 2.13698 -1.38917 0.79867
H 1.82849 1.24958 -0.17521
H -0.60403 2.00309 -0.59740
*
```

## Properties
Energy relative to the best compared isomer or geometry (same formula, charge and spin) ... 703.3 kJ/mol
Energy ... -11613.5407 eV
Kohn-Sham gap ... 8.528 eV
Max |F| ... 8.4 eV/Å

***

# C10H15NO

2 unconnected molecules or ions with the total composition C10H15NO at a distorted geometry (ωB97M-V with the def2-TZVPD basis set, OMol25).

```
! wB97M-V def2-TZVPD RIJCOSX def2/J DEFGRID3
* xyz 0 1
C 0.68276 -0.67019 -3.13304
C -0.38668 0.20985 -2.55898
C -0.74221 0.37705 -1.24479
C -1.91334 1.00190 -0.79071
C -2.72905 1.57603 -1.72964
C -2.32714 1.53727 -3.08888
C -1.24392 0.82672 -3.54418
H 0.09300 -1.48404 -3.57237
H 1.38367 -1.10881 -2.42731
H 1.24351 -0.20952 -3.94425
H -0.01489 -0.03189 -0.54408
H -2.22688 1.01763 0.24352
H -3.65907 2.04873 -1.45640
H -2.87773 2.18957 -3.74807
H -0.97525 0.83199 -4.58849
C -0.32349 -1.57060 3.02730
C 1.08285 -1.42716 3.66341
C 2.00325 -0.63040 2.75346
N 2.57319 0.49529 3.29639
O 2.17023 -0.94459 1.59192
H -0.67943 -0.64219 2.59817
H -1.02111 -2.13658 3.64264
H -0.18518 -2.30051 2.21794
H 0.90981 -0.90917 4.60899
H 1.50037 -2.42279 3.77925
H 3.43432 0.87677 2.95308
H 2.49302 0.49503 4.30210
*
```

## Properties
Energy relative to the best compared isomer or geometry (same formula, charge and spin) ... 59.7 kJ/mol
Energy ... -14150.9609 eV
Kohn-Sham gap ... 9.554 eV
Max |F| ... 2.7 eV/Å

***

Number 1: HOMO -8.41 eV. Number 2: HOMO -9.36 eV. Number 3: HOMO -8.92 eV. Number 4: HOMO -8.71 eV.